{"formula": "C16H39F3N3O5Sr", "method": "ωB97M-V/def2-TZVPD", "symbols": ["Sr", "C", "O", "O", "C", "F", "F", "F", "C", "C", "H", "H", "H", "H", "H", "H", "C", "C", "C", "O", "C", "N", "H", "H", "H", "H", "H", "H", "H", "H", "H", "H", "H", "C", "C", "C", "O", "C", "N", "H", "H", "H", "H", "H", "H", "H", "H", "H", "H", "H", "C", "C", "C", "O", "C", "N", "H", "H", "H", "H", "H", "H", "H", "H", "H", "H", "H"], "positions_angstrom": [[5.17305, -19.93378, -26.09295], [9.89766, -25.87711, -24.61411], [10.75165, -25.35062, -23.60751], [8.84301, -24.91890, -24.70908], [10.53549, -26.46867, -25.94387], [11.30752, -27.46989, -25.58785], [9.73038, -27.04824, -26.77602], [11.19390, -25.53250, -26.71256], [11.85152, -26.00696, -22.93536], [12.39319, -25.17761, -21.75180], [11.58785, -25.09620, -21.02180], [13.26164, -25.69287, -21.34142], [12.70843, -24.20492, -22.12943], [12.70654, -26.03631, -23.61077], [11.61352, -27.03747, -22.67170], [9.43186, -26.72409, -24.11038], [3.88886, -14.35709, -22.42606], [4.75530, -15.37667, -23.09602], [5.54432, -16.25849, -22.21246], [6.54289, -16.98019, -22.89759], [7.56231, -17.52177, -22.02680], [3.94657, -15.94996, -24.14603], [3.18135, -14.78977, -21.71874], [3.15511, -13.86840, -23.06707], [4.51254, -13.70705, -21.81241], [5.45704, -14.73160, -23.62475], [4.90587, -16.94244, -21.65325], [5.93267, -15.56395, -21.46754], [7.03003, -18.13970, -21.30366], [7.98617, -16.78550, -21.34390], [8.33131, -18.20369, -22.38972], [3.00053, -15.69671, -23.89913], [4.04488, -15.39926, -24.98697], [9.20953, -17.11391, -30.86457], [8.04674, -18.04490, -30.38189], [7.79692, -19.33909, -31.19109], [6.86573, -20.18769, -30.50054], [6.71369, -21.46869, -31.14129], [8.27671, -18.17018, -28.98312], [10.17178, -17.62015, -30.94134], [9.26507, -16.14755, -30.36341], [8.96885, -16.83302, -31.88989], [7.08936, -17.54841, -30.54009], [8.74372, -19.85747, -31.34258], [7.43808, -18.92308, -32.13251], [6.15289, -22.04425, -30.40485], [7.67761, -21.97021, -31.22764], [6.21520, -21.37894, -32.10645], [8.57904, -17.29299, -28.58406], [9.16950, -18.59953, -28.78646], [-1.59311, -21.59421, -25.10039], [-0.15018, -21.25400, -24.67144], [0.20614, -21.96396, -23.29483], [1.58776, -21.56378, -22.96268], [2.06971, -22.14458, -21.80296], [0.85320, -21.72712, -25.70006], [-1.88535, -20.88126, -25.87136], [-2.30435, -21.66195, -24.27720], [-1.66549, -22.56523, -25.59028], [-0.08454, -20.17620, -24.52264], [0.03881, -23.02460, -23.48232], [-0.40293, -21.50589, -22.51554], [3.03477, -21.68811, -21.58299], [2.16131, -23.23010, -21.83967], [1.38981, -21.83089, -21.01084], [0.71105, -22.72706, -25.70570], [0.42415, -21.43805, -26.56750]], "charge": 1, "molar_mass_da": 498.12, "de_lowest_ev": 13.0675, "total_energy_ha": -1503.2296, "gap_ev": 2.25}